This record from the Open Molecules 2025 dataset describes the molecule C4H6O2 at a distorted geometry. The level of theory is the ωB97M-V functional and the def2-TZVPD basis.

Summary:
gap between HOMO and LUMO	9.94	eV
molar mass	86.09	g/mol
SMILES string	O=CC[C@H]1CO1
energy relative to the best compared isomer or geometry (same formula, charge and spin)	99.3	kcal/mol
maximum force	2.7	eV/A
HOMO energy	-0.329	Eh

```
! wB97M-V def2-TZVPD RIJCOSX def2/J DEFGRID3
* xyz 0 1
O 1.48 0.87 1.23
C 1.76 0.24 0.23
C 0.71 -0.45 -0.59
C -0.53 -0.73 0.24
C -1.64 0.42 0.19
O -1.71 -0.77 -0.51
H 2.81 0.17 -0.11
H 1.15 -1.36 -1.05
H 0.46 0.20 -1.45
H -0.68 -0.29 1.26
H -2.44 0.50 0.94
H -1.29 1.34 -0.24
*
```


This record from the Open Molecules 2025 dataset describes a cluster of 3 separate species, C15H28N2O8P2S2 in total at a distorted geometry. The level of theory is the ωB97M-V functional and the def2-TZVPD basis.

Summary:
gap between HOMO and LUMO	7.71	eV
molar mass	490.48	g/mol
SMILES string	CCP(C)[C@H](C#N)[C@@](O)(C#N)P(=O)(O)O.O=S1(=O)CCCC1.O=S1(=O)CCCC1
maximum force	12.4	eV/A
HOMO energy	-0.317	Eh

```
! wB97M-V def2-TZVPD RIJCOSX def2/J DEFGRID3
* xyz 0 1
C 2.41 0.47 -2.15
C 1.49 1.13 -3.34
P -0.12 0.04 -3.50
C -1.08 0.89 -4.90
C -0.91 0.15 -1.80
C -0.88 -1.39 -1.15
N -1.08 -2.63 -0.78
C -2.41 0.76 -1.66
O -2.61 0.96 -0.18
C -2.57 2.32 -2.25
N -2.84 3.28 -3.10
P -3.84 -0.40 -2.18
O -5.21 0.45 -2.13
O -4.10 -1.75 -1.06
O -3.69 -1.10 -3.76
H 1.87 -0.49 -1.72
H 2.55 1.25 -1.27
H 3.50 0.20 -2.54
H 2.04 1.22 -4.39
H 1.18 2.25 -3.06
H -0.45 0.72 -5.90
H -1.14 2.06 -4.77
H -2.15 0.48 -5.13
H -0.21 0.78 -1.07
H -2.79 0.07 0.26
H -3.71 -2.59 -1.47
H -4.50 -0.79 -4.30
O 4.21 -4.05 2.36
S 3.07 -3.22 2.69
O 3.20 -1.79 2.90
C 1.79 -3.51 1.49
C 1.00 -4.68 2.07
C 0.85 -4.38 3.56
C 2.22 -3.95 4.08
H 2.23 -3.73 0.52
H 1.17 -2.61 1.43
H 0.02 -4.78 1.58
H 1.55 -5.61 1.93
H 0.13 -3.56 3.70
H 0.47 -5.25 4.11
H 2.14 -3.21 4.88
H 2.81 -4.81 4.42
O 2.34 3.06 0.52
S 0.90 3.00 0.55
O 0.12 2.58 -0.60
C 0.40 2.04 1.96
C 0.29 3.05 3.09
C -0.40 4.27 2.48
C 0.27 4.56 1.14
H 1.14 1.26 2.16
H -0.57 1.59 1.74
H -0.26 2.65 3.94
H 1.29 3.34 3.44
H -1.46 4.04 2.32
H -0.35 5.14 3.15
H -0.44 4.97 0.42
H 1.11 5.25 1.26
*
```


This record from the Open Molecules 2025 dataset describes the molecule C19H27N3O3 at a distorted geometry. The level of theory is the ωB97M-V functional and the def2-TZVPD basis.

Summary:
gap between HOMO and LUMO	9.63	eV
molar mass	345.44	g/mol
SMILES string	CC(C)N(CCO)C(=O)CCc1nnc(CCCc2ccccc2)o1
energy relative to the best compared isomer or geometry (same formula, charge and spin)	53.8	kcal/mol
maximum force	1.4	eV/A
HOMO energy	-0.330	Eh

```
! wB97M-V def2-TZVPD RIJCOSX def2/J DEFGRID3
* xyz 0 1
C 0.98 -4.31 2.76
C 0.69 -4.22 1.26
C -0.37 -5.22 0.83
N 0.32 -2.85 0.88
C 1.24 -2.19 -0.02
C 1.29 -2.80 -1.44
O 0.16 -2.50 -2.21
C -0.79 -2.30 1.42
O -1.51 -2.90 2.20
C -1.15 -0.86 1.05
C -1.78 -0.78 -0.36
C -1.23 0.35 -1.13
N -0.21 0.32 -1.93
N -0.04 1.57 -2.41
C -0.94 2.31 -1.87
C -1.20 3.75 -2.12
C -1.16 4.60 -0.84
C 0.26 4.75 -0.28
C 0.79 3.49 0.34
C 0.30 3.06 1.57
C 0.80 1.91 2.16
C 1.79 1.18 1.53
C 2.27 1.59 0.30
C 1.78 2.74 -0.29
O -1.74 1.60 -1.04
H 1.73 -3.58 3.05
H 0.07 -4.12 3.32
H 1.35 -5.30 3.00
H 1.62 -4.44 0.72
H -1.29 -5.06 1.38
H -0.59 -5.11 -0.24
H -0.02 -6.23 1.01
H 0.99 -1.13 -0.13
H 2.25 -2.26 0.41
H 1.34 -3.89 -1.39
H 2.20 -2.43 -1.93
H 0.15 -1.54 -2.38
H -0.28 -0.21 1.12
H -1.87 -0.53 1.79
H -1.57 -1.70 -0.92
H -2.86 -0.67 -0.28
H -0.46 4.09 -2.84
H -2.19 3.84 -2.57
H -1.81 4.15 -0.09
H -1.55 5.58 -1.08
H 0.93 5.08 -1.08
H 0.23 5.53 0.48
H -0.46 3.63 2.07
H 0.42 1.59 3.12
H 2.18 0.28 2.00
H 3.03 1.02 -0.21
H 2.16 3.06 -1.25
*
```


This record from the Open Molecules 2025 dataset describes a structure of composition C12H18ClIInO2S at a distorted geometry. The level of theory is the ωB97M-V functional and the def2-TZVPD basis.

Summary:
gap between HOMO and LUMO	6.93	eV
molar mass	503.52	g/mol
maximum force	8.9	eV/A
HOMO energy	-0.175	Eh

```
! wB97M-V def2-TZVPD RIJCOSX def2/J DEFGRID3
* xyz -1 1
O 2.09 3.21 -2.02
C 3.26 2.82 -1.51
I 4.95 4.21 -1.74
C 3.53 1.42 -0.68
In 1.53 0.84 0.25
Cl 0.34 2.95 0.76
C 0.34 -0.67 -0.95
C -0.81 -0.03 -1.93
C -1.78 1.09 -1.22
C -2.36 0.85 0.33
C -3.29 2.10 0.92
C -3.59 3.48 0.03
C -3.03 3.66 -1.52
C -2.12 2.44 -2.12
H 3.99 0.57 -1.35
H 4.23 1.71 0.24
H 1.88 0.04 1.86
H -0.19 -1.46 -0.26
H 1.12 -1.22 -1.67
H -0.38 0.38 -2.97
H -1.53 -0.94 -2.23
H -2.11 -0.12 0.96
H -3.72 2.06 2.01
H -4.22 4.38 0.46
H -3.23 4.60 -2.20
H -1.68 2.51 -3.23
C 1.15 -4.38 0.73
S -0.32 -3.93 1.69
O -0.56 -2.46 1.50
C 0.44 -4.15 3.32
H 0.91 -4.27 -0.33
H 1.97 -3.71 0.99
H 1.42 -5.41 0.95
H 1.32 -3.49 3.41
H 0.74 -5.19 3.44
H -0.29 -3.89 4.08
*
```


Copy entry 4 word for word.
This record from the Open Molecules 2025 dataset describes a structure of composition C12H18ClIInO2S at a distorted geometry. The level of theory is the ωB97M-V functional and the def2-TZVPD basis.

Summary:
gap between HOMO and LUMO	6.93	eV
molar mass	503.52	g/mol
maximum force	8.9	eV/A
HOMO energy	-0.175	Eh

```
! wB97M-V def2-TZVPD RIJCOSX def2/J DEFGRID3
* xyz -1 1
O 2.09 3.21 -2.02
C 3.26 2.82 -1.51
I 4.95 4.21 -1.74
C 3.53 1.42 -0.68
In 1.53 0.84 0.25
Cl 0.34 2.95 0.76
C 0.34 -0.67 -0.95
C -0.81 -0.03 -1.93
C -1.78 1.09 -1.22
C -2.36 0.85 0.33
C -3.29 2.10 0.92
C -3.59 3.48 0.03
C -3.03 3.66 -1.52
C -2.12 2.44 -2.12
H 3.99 0.57 -1.35
H 4.23 1.71 0.24
H 1.88 0.04 1.86
H -0.19 -1.46 -0.26
H 1.12 -1.22 -1.67
H -0.38 0.38 -2.97
H -1.53 -0.94 -2.23
H -2.11 -0.12 0.96
H -3.72 2.06 2.01
H -4.22 4.38 0.46
H -3.23 4.60 -2.20
H -1.68 2.51 -3.23
C 1.15 -4.38 0.73
S -0.32 -3.93 1.69
O -0.56 -2.46 1.50
C 0.44 -4.15 3.32
H 0.91 -4.27 -0.33
H 1.97 -3.71 0.99
H 1.42 -5.41 0.95
H 1.32 -3.49 3.41
H 0.74 -5.19 3.44
H -0.29 -3.89 4.08
*
```


Repeat the second record exactly.
This record from the Open Molecules 2025 dataset describes a cluster of 3 separate species, C15H28N2O8P2S2 in total at a distorted geometry. The level of theory is the ωB97M-V functional and the def2-TZVPD basis.

Summary:
gap between HOMO and LUMO	7.71	eV
molar mass	490.48	g/mol
SMILES string	CCP(C)[C@H](C#N)[C@@](O)(C#N)P(=O)(O)O.O=S1(=O)CCCC1.O=S1(=O)CCCC1
maximum force	12.4	eV/A
HOMO energy	-0.317	Eh

```
! wB97M-V def2-TZVPD RIJCOSX def2/J DEFGRID3
* xyz 0 1
C 2.41 0.47 -2.15
C 1.49 1.13 -3.34
P -0.12 0.04 -3.50
C -1.08 0.89 -4.90
C -0.91 0.15 -1.80
C -0.88 -1.39 -1.15
N -1.08 -2.63 -0.78
C -2.41 0.76 -1.66
O -2.61 0.96 -0.18
C -2.57 2.32 -2.25
N -2.84 3.28 -3.10
P -3.84 -0.40 -2.18
O -5.21 0.45 -2.13
O -4.10 -1.75 -1.06
O -3.69 -1.10 -3.76
H 1.87 -0.49 -1.72
H 2.55 1.25 -1.27
H 3.50 0.20 -2.54
H 2.04 1.22 -4.39
H 1.18 2.25 -3.06
H -0.45 0.72 -5.90
H -1.14 2.06 -4.77
H -2.15 0.48 -5.13
H -0.21 0.78 -1.07
H -2.79 0.07 0.26
H -3.71 -2.59 -1.47
H -4.50 -0.79 -4.30
O 4.21 -4.05 2.36
S 3.07 -3.22 2.69
O 3.20 -1.79 2.90
C 1.79 -3.51 1.49
C 1.00 -4.68 2.07
C 0.85 -4.38 3.56
C 2.22 -3.95 4.08
H 2.23 -3.73 0.52
H 1.17 -2.61 1.43
H 0.02 -4.78 1.58
H 1.55 -5.61 1.93
H 0.13 -3.56 3.70
H 0.47 -5.25 4.11
H 2.14 -3.21 4.88
H 2.81 -4.81 4.42
O 2.34 3.06 0.52
S 0.90 3.00 0.55
O 0.12 2.58 -0.60
C 0.40 2.04 1.96
C 0.29 3.05 3.09
C -0.40 4.27 2.48
C 0.27 4.56 1.14
H 1.14 1.26 2.16
H -0.57 1.59 1.74
H -0.26 2.65 3.94
H 1.29 3.34 3.44
H -1.46 4.04 2.32
H -0.35 5.14 3.15
H -0.44 4.97 0.42
H 1.11 5.25 1.26
*
```


Q: Which of these has the lowest maximum force?
A: C19H27N3O3